[1]
# C4H6N2S2

The molecule C4H6N2S2 in a non-equilibrium geometry (ωB97M-V/def2-TZVPD, OMol25).

The geometry in XYZ format:
```
14
Properties=species:S:1:pos:R:3:forces:R:3
C 2.9272 -0.1467 -0.0406 0.1329 0.3587 -0.2834
N 1.8744 -0.2633 -0.7005 -0.9514 0.3320 -1.4681
N 0.7932 -0.8109 -0.1249 -0.6208 -0.2512 0.4248
C -0.2802 -0.1054 -0.0038 0.4032 -0.9768 0.4723
C -0.3278 1.2692 -0.4598 -0.6521 1.0765 -0.4157
S -1.4752 2.3539 -0.0685 0.4841 -0.4378 -0.0514
C -1.4649 -0.7812 0.6583 -0.2802 1.1300 -0.2718
S -2.8265 -1.1377 -0.5176 0.4900 -0.7059 0.1661
H 2.9126 -0.4481 0.9696 0.5340 -0.2355 1.3231
H 3.7595 0.3122 -0.5424 0.4058 -0.0945 0.0898
H 0.4453 1.5451 -1.1834 -0.0768 -0.1006 0.2618
H -1.8729 -0.1437 1.4658 0.2862 -0.3668 -0.4106
H -1.1447 -1.7204 1.0615 0.1626 -0.4547 0.1887
H -3.3200 0.0770 -0.5138 -0.3175 0.7266 -0.0255
```
Forces are in eV/Å.

The value obtained for the HOMO energy is -8.9 eV. The value obtained for the total energy is -1061.8143 a.u. The total charge is 0. The value obtained for the HOMO-LUMO gap is 7.5911 eV. As for the LUMO energy: -1.3 eV.

[2]
# C10H14BrN3O3PtSe4

C10H14BrN3O3PtSe4 as an isolated structure (ωB97M-V/def2-TZVPD, OMol25).

The geometry in XYZ format:
```
36
Properties=species:S:1:pos:R:3:forces:R:3
Pt -1.9541 0.6561 -1.0649 0.3304 0.3460 -0.0711
Se -3.2972 -0.2107 -2.8122 -0.2157 -0.2719 -0.2409
Se -5.1174 -1.4198 -1.8591 -0.0274 0.3041 0.2558
Se -4.6250 -1.9728 0.4296 0.3872 -0.1579 -0.1663
Se -3.2949 -0.3102 1.3711 -0.4491 0.0141 0.2226
Br 0.9726 5.7025 3.4394 -0.0068 0.0169 0.0196
C 1.7197 4.5833 2.0961 -0.0016 -0.0558 -0.0589
C 3.0588 4.7234 1.7760 0.0623 0.0411 0.0164
N 3.6514 3.9799 0.8465 -0.0276 -0.0123 -0.0009
C 2.9023 3.0724 0.2173 0.0421 -0.0125 -0.0117
C 1.5543 2.8617 0.4769 -0.0042 0.0949 0.1058
C 0.9421 3.6443 1.4454 -0.0136 0.0164 0.0043
C 0.7684 1.8017 -0.2839 -0.0845 -0.0665 -0.0784
O 1.3674 1.1733 -1.1606 0.0167 -0.0095 0.0088
O -0.4293 1.6888 0.1121 0.0517 -0.0469 -0.0126
H 3.6722 5.4596 2.2844 -0.0210 0.0014 0.0097
H 3.3838 2.4668 -0.5400 -0.0142 -0.0100 -0.0049
H -0.1100 3.4986 1.6515 -0.0021 -0.0011 -0.0007
N 0.6179 -3.6059 -0.2453 0.0439 0.0056 -0.0190
C 0.3228 -2.6724 0.8761 -0.0226 -0.0199 -0.0138
C 0.0275 -1.2824 0.3478 0.0370 0.0158 -0.0347
N -1.0527 -1.2997 -0.6442 -0.2037 0.0160 0.1099
C -0.7421 -2.1986 -1.7559 0.1006 0.0020 -0.0021
C -0.4558 -3.6080 -1.2767 -0.0034 -0.0047 0.0223
H 0.8019 -4.5963 0.1177 -0.0022 -0.0334 0.0168
H 1.5256 -3.3505 -0.6847 -0.0171 -0.0054 0.0089
H 1.1950 -2.6894 1.5335 -0.0133 0.0237 0.0088
H -0.5381 -3.0738 1.4112 -0.0013 -0.0097 -0.0093
H 0.9064 -0.8338 -0.1174 0.0007 0.0069 -0.0165
H -0.2948 -0.6472 1.1717 0.0132 0.0111 -0.0048
H -1.9000 -1.6043 -0.1517 0.0080 -0.2397 -0.0438
H 0.1169 -1.7836 -2.2904 -0.0021 0.0090 0.0114
H -1.5913 -2.2007 -2.4387 0.0065 0.0007 -0.0112
H -0.1127 -4.2591 -2.0841 -0.0140 0.0114 -0.0111
H -1.3413 -4.0461 -0.8154 0.0053 0.0052 0.0103
O -2.6502 2.3529 -1.3793 0.0420 0.0147 -0.0188
```
Forces are in eV/Å.

The value obtained for the HOMO energy (alpha / beta) is 0.8 / -0.9 eV. The value obtained for the total energy is -13078.4786 a.u. As for the multiplicity: 3. The total charge is -2. The value obtained for the HOMO-LUMO gap (alpha / beta) is 3.0233 / 4.7599 eV. As for the LUMO energy (alpha / beta): 3.8 / 3.8 eV.

[3]
# C19H15F2N3O3S

The molecule C19H15F2N3O3S in a non-equilibrium geometry (ωB97M-V/def2-TZVPD, OMol25).

The geometry in XYZ format:
```
43
Properties=species:S:1:pos:R:3:forces:R:3
O 1.4666 2.2442 0.1921 -0.1188 0.2564 0.0763
C 1.7995 1.1468 -0.2363 0.2036 -0.2708 0.0357
N 2.4792 0.2649 0.5357 0.2676 -0.1581 -0.0276
C 2.7459 0.5074 1.9408 -0.0340 0.1373 0.0420
C 1.8329 -0.3377 2.7872 0.0442 -0.1458 0.1492
C 2.2707 -1.4700 3.4615 -0.1414 0.1711 -0.0340
C 1.3477 -2.2418 4.1497 -0.0413 0.0138 -0.0397
C 0.0145 -1.8641 4.1123 0.1840 -0.2974 0.1729
N -0.4134 -0.7859 3.4756 -0.4176 0.1863 0.0430
C 0.4745 -0.0384 2.8456 0.3252 0.0569 -0.0402
C 1.4743 0.6743 -1.6065 -0.2723 0.1674 -0.2717
C 2.2344 -0.3103 -2.2393 -0.0851 0.0757 -0.0259
C 1.8854 -0.7986 -3.4812 0.0571 -0.0953 -0.0233
C 0.7517 -0.3096 -4.1148 0.0589 -0.0058 0.1367
C 0.0040 0.6897 -3.5295 0.0554 -0.0355 -0.0575
C 0.3643 1.2163 -2.2874 0.3389 -0.6849 -0.4264
N -0.3546 2.2671 -1.7515 -0.8067 0.8641 0.2859
S -2.0092 2.4125 -1.8454 0.0397 -0.5802 0.2971
O -2.3700 3.5729 -1.1053 0.2326 0.0307 0.2765
O -2.4470 2.2941 -3.2022 0.1206 -0.2268 -0.0190
C -2.5450 0.9252 -0.9798 0.2533 0.8495 -0.3652
C -3.2024 -0.0883 -1.6506 -0.0313 -0.0558 0.0465
C -3.5446 -1.2536 -0.9862 -0.0028 -0.0820 0.1438
C -3.2057 -1.3800 0.3525 0.0760 0.2514 -0.2127
F -3.5187 -2.5161 0.9939 0.0082 0.0659 -0.0074
C -2.5466 -0.3839 1.0543 -0.0520 0.0893 -0.1261
C -2.2289 0.7695 0.3580 -0.1308 -0.3777 0.1363
F -1.5777 1.7525 0.9885 0.0212 -0.0181 0.1172
H 2.6173 -0.6762 0.2045 -0.1277 0.1058 -0.0470
H 2.5567 1.5704 2.1122 0.1417 -0.1506 0.0102
H 3.7952 0.2811 2.1535 -0.1116 0.0892 0.0405
H 3.3176 -1.7417 3.4520 0.0932 -0.0136 -0.0040
H 1.6549 -3.1221 4.6925 -0.0064 -0.0838 0.0451
H -0.7485 -2.4454 4.6124 0.0111 -0.1100 0.0778
H 0.0957 0.8496 2.3603 -0.0128 0.1379 -0.1459
H 3.1344 -0.6791 -1.7685 0.0554 -0.0245 0.0492
H 2.4937 -1.5532 -3.9556 0.0589 -0.0562 -0.0333
H 0.4652 -0.6941 -5.0818 -0.0383 -0.0185 -0.0909
H -0.8571 1.1026 -4.0273 0.0219 -0.0156 -0.1189
H 0.0606 2.6518 -0.8994 -0.1594 0.0875 0.0223
H -3.4371 0.0601 -2.6923 -0.0504 -0.0545 -0.1213
H -4.0602 -2.0573 -1.4864 -0.0418 -0.0793 -0.0361
H -2.2698 -0.5059 2.0922 0.0138 0.0045 0.0700
```
Forces are in eV/Å.

The value obtained for the HOMO energy is -8.9 eV. The value obtained for the total energy is -1720.9644 a.u. The total charge is 0. The value obtained for the HOMO-LUMO gap is 9.2380 eV. As for the LUMO energy: 0.3 eV.

[4]
# C13H16Cl2FNO4

A 2-piece molecular cluster, C13H16Cl2FNO4 overall in a non-equilibrium geometry (ωB97M-V/def2-TZVPD, OMol25).

The geometry in XYZ format:
```
37
Properties=species:S:1:pos:R:3:forces:R:3
C 0.8819 2.9558 -2.8216 -0.1444 -0.3406 -0.0240
C -0.2164 2.8063 -1.7762 -0.0780 -0.2557 0.2947
O -0.6234 1.4172 -1.5204 -0.1271 0.2214 -0.0611
C -1.6617 1.2051 -0.6717 0.5286 0.2849 0.5834
O -2.2863 2.0761 -0.1144 0.5148 -0.6542 -0.7718
C -1.8138 -0.3497 -0.3694 -0.2512 1.1299 -1.8531
C -1.2407 -1.2266 -1.4628 0.5528 -0.3093 -0.0013
F -1.1369 -0.5810 0.8048 0.4638 0.0502 0.5517
C -3.2444 -0.7736 -0.0269 -0.5094 -2.3085 0.0653
O -3.6838 -1.8496 -0.4275 0.3374 2.1444 0.8404
O -3.7800 0.0155 0.9009 -0.0239 -0.6099 0.8590
C -4.2199 -0.5479 2.2169 0.0044 0.4497 -0.9512
C -4.6697 0.6922 2.9578 0.1503 0.1446 0.3159
H 1.0489 4.0304 -2.8892 0.0907 0.0862 -0.0388
H 1.8347 2.4966 -2.5438 -0.2418 -0.0842 0.0733
H 0.6002 2.6202 -3.8272 -0.0724 -0.0934 0.3234
H 0.1448 3.2318 -0.8311 -0.3038 -0.1360 -0.1214
H -1.0953 3.3498 -2.1102 -0.1516 0.0703 0.1681
H -1.3524 -2.2674 -1.1241 0.1604 0.3475 -0.2703
H -1.7535 -1.1180 -2.4260 -0.1330 0.0938 0.3843
H -0.1826 -0.9755 -1.6423 -0.4195 -0.1719 0.2664
H -5.0156 -1.2686 2.0518 -0.0213 -0.0588 -0.1065
H -3.3563 -1.0402 2.7030 -0.3559 0.2517 -0.4148
H -5.2067 0.4561 3.8893 0.2226 -0.0419 -0.3096
H -3.7637 1.2610 3.2044 -0.3876 0.0898 0.0002
H -5.3188 1.3155 2.3230 0.2420 -0.3224 0.2210
Cl 3.2896 -2.2558 -2.1898 0.2044 0.0516 -0.5934
C 4.1803 -1.7466 -0.8184 0.5856 1.0673 1.3027
C 5.2090 -2.5345 -0.2920 -0.2868 0.2322 -0.1334
C 5.6931 -2.2157 0.9833 -0.6005 0.5244 -0.1097
C 4.9665 -1.2800 1.7431 -0.3015 0.2517 -0.3680
C 3.9693 -0.5410 1.0879 0.9428 -0.8219 -1.2947
Cl 2.8431 0.4032 1.9673 0.1349 0.5359 0.2190
N 3.7579 -0.6138 -0.2369 -0.9822 -1.4735 0.8607
H 5.5339 -3.3684 -0.9036 0.2925 0.0432 0.3240
H 6.5887 -2.6864 1.3842 -0.4053 -0.1507 0.0188
H 5.0800 -1.0925 2.8079 0.3693 -0.2378 -0.2491
```
Forces are in eV/Å.

The value obtained for the HOMO energy is -9.4 eV. The value obtained for the total energy is -1880.9079 a.u. The total charge is 0. The value obtained for the HOMO-LUMO gap is 9.4811 eV. As for the LUMO energy: 0.1 eV.